[1]
106
Properties=species:S:1:pos:R:3:lowdin_charge:R:1 method="wB97M-V/def2-TZVPD" relative_energy_kj_mol=0.00 e_lumo_ev=-3.20 e_homo_ha=-0.428 orbital_gap_ev=8.5 charge=+1 spin_multiplicity=1 e_tot_ev=-82741.02791
C -4.00616 2.04055 1.88061 -0.070
C -2.65325 2.12340 2.59008 -0.201
C -1.60106 1.05101 2.29005 -0.275
C -0.41726 1.29298 3.22116 -0.037
C -1.22811 0.85075 0.78983 -0.272
C -2.12803 -0.31489 0.28969 -0.125
C -1.65699 -1.69877 0.69978 -0.257
N -2.66887 -2.68754 0.30996 0.024
C 0.22900 0.45515 0.44710 -0.143
C 1.38453 1.44896 0.86533 -0.140
C 2.55267 0.74488 1.55589 -0.149
C 3.25599 1.62177 2.61180 -0.083
C 3.14210 1.02583 3.98660 -0.447
O 3.73241 -0.02270 4.34742 0.088
O 2.28699 1.72802 4.79511 0.065
C 0.22700 0.60809 -1.01256 -0.155
C 1.14646 -0.10655 -1.90448 -0.074
C 0.61318 -1.38574 -2.55968 -0.155
C -0.40104 -1.16700 -3.67165 -0.194
C -0.72855 -2.43910 -4.42896 -0.194
N -1.36693 -3.48749 -3.58844 0.040
C -2.51048 -4.02074 -4.28880 -0.464
C -3.77796 -3.25170 -4.14197 0.004
O -2.40619 -5.07799 -4.96050 0.058
N -0.62047 1.53033 -1.35197 -0.007
C -0.85574 2.04615 -2.68609 0.038
C -1.41880 2.02712 -0.19514 -0.140
C -1.04729 3.46505 0.26856 -0.176
C 0.01343 4.23503 -0.54496 -0.753
C -0.59985 5.32529 -1.40903 -0.181
I 1.36481 5.22397 0.82165 0.924
H -4.70437 1.41663 2.42449 0.082
H -3.95031 1.67058 0.86536 0.049
H -4.45133 3.02824 1.82358 0.079
H -2.24176 3.11731 2.46822 0.094
H -2.84909 2.03295 3.65429 0.119
H -2.03420 0.11195 2.61813 0.132
H 0.37178 0.56670 3.06794 0.079
H -0.00306 2.28775 3.10152 0.078
H -0.74231 1.21657 4.25138 0.099
H -2.26470 -0.31254 -0.79189 0.120
H -3.11731 -0.20254 0.71305 0.109
H -0.70683 -1.95291 0.24824 0.091
H -1.51703 -1.73750 1.77619 0.122
H -2.29905 -3.29333 -0.40676 0.058
H -2.91143 -3.27232 1.09251 0.070
H 0.57043 -0.50091 0.81139 0.141
H 1.76704 1.97445 -0.00456 0.111
H 0.99438 2.20856 1.52018 0.046
H 2.22301 -0.17789 2.01936 0.113
H 3.30138 0.47499 0.81901 0.117
H 4.31403 1.70661 2.39930 0.132
H 2.84967 2.62640 2.61743 0.092
H 2.67009 1.76215 5.68113 0.101
H 1.98605 -0.39208 -1.27605 0.135
H 1.52575 0.54760 -2.68465 0.132
H 1.47590 -1.90319 -2.96753 0.129
H 0.19157 -2.05193 -1.81382 0.104
H 0.01472 -0.46143 -4.38859 0.121
H -1.33015 -0.75812 -3.27490 0.097
H -1.42230 -2.18209 -5.22544 0.121
H 0.15636 -2.82543 -4.92241 0.128
H -0.75101 -4.28875 -3.53906 0.110
H -4.23195 -3.50961 -3.19183 0.093
H -3.60274 -2.18273 -4.13112 0.076
H -4.45239 -3.54076 -4.93524 0.090
H -1.21204 3.06157 -2.61118 0.081
H 0.06180 2.05300 -3.25958 0.109
H -1.60776 1.45303 -3.19187 0.104
H -2.44665 2.07407 -0.54087 0.148
H -0.71742 3.38015 1.29021 0.040
H -1.95034 4.06087 0.25013 0.124
H 0.62796 3.57766 -1.14195 0.051
H 0.12904 5.75989 -2.08031 0.079
H -1.46063 4.95420 -1.95642 0.070
H -0.96063 6.12536 -0.77280 0.066
C 1.03964 5.22895 7.12025 -0.218
C 1.51286 6.05915 8.32129 -0.208
C 2.64557 5.27714 9.00036 -0.212
S 3.42019 4.29299 7.70880 0.667
O 3.19304 2.88906 7.96620 -0.322
O 4.74408 4.78418 7.43801 -0.312
C 2.30923 4.79162 6.39558 -0.231
H 0.38376 5.79874 6.46433 0.114
H 0.48912 4.35232 7.46763 0.120
H 1.88709 7.02276 7.97277 0.118
H 0.70433 6.25616 9.02195 0.115
H 3.40405 5.92210 9.43387 0.105
H 2.27348 4.58466 9.75218 0.106
H 2.16217 3.95594 5.71712 0.077
H 2.77391 5.62358 5.86765 0.111
C 0.10200 -8.40240 -7.31808 -0.215
C -0.21204 -7.20465 -6.40931 -0.223
C 0.79538 -7.23299 -5.25490 -0.226
S 2.27696 -8.02645 -5.89936 0.658
O 2.47882 -9.26289 -5.19190 -0.315
O 3.33731 -7.05600 -5.99783 -0.330
C 1.61473 -8.38572 -7.52442 -0.229
H -0.42792 -8.34178 -8.26651 0.116
H -0.19456 -9.33078 -6.82681 0.121
H -0.09702 -6.27859 -6.97563 0.115
H -1.23152 -7.22750 -6.03356 0.099
H 1.07116 -6.24076 -4.90759 0.088
H 0.44393 -7.83289 -4.41825 0.104
H 2.03164 -9.32800 -7.87004 0.108
H 1.92088 -7.57525 -8.18443 0.107


[2]
106
Properties=species:S:1:pos:R:3:lowdin_charge:R:1 method="wB97M-V/def2-TZVPD" e_lumo_ev=-2.60 e_homo_ha=-0.339 orbital_gap_ev=6.6 charge=+1 spin_multiplicity=1 e_tot_ev=-94729.63062
C -2.57240 -6.51649 1.08887 -0.045
C -3.38233 -5.47567 1.88243 -0.234
O -3.09531 -4.13487 1.51987 -0.161
C -3.64023 -3.77399 0.27078 -0.225
C -3.34653 -2.30899 0.00653 -0.092
C -1.95058 -2.11986 -0.54761 -0.220
C -0.85672 -2.89163 0.22074 -0.052
N 0.46732 -2.26434 -0.11912 -0.120
C 1.06877 -2.01808 1.27664 -0.108
C 0.54979 -0.80996 2.03402 -0.187
C 1.34615 -0.74391 3.36944 -0.205
C 0.55632 -0.13618 4.52730 -0.263
S 0.91199 1.59105 4.75160 0.324
O 2.31843 1.77692 4.87911 -0.305
O 0.10400 2.08009 5.81859 -0.323
Cl 0.23263 2.40763 3.01750 0.463
C 1.45682 -3.15275 -0.82957 -0.077
C 1.58057 -4.54766 -0.27514 -0.173
C 2.45452 -4.84411 0.76865 -0.036
C 2.57940 -6.13484 1.28153 -0.054
C 1.83534 -7.16826 0.72736 -0.050
C 0.98998 -6.89901 -0.33912 -0.031
C 0.84330 -5.60251 -0.85188 -0.212
C -0.08950 -5.42850 -2.03481 -0.021
C 0.11382 -0.98399 -0.81600 -0.332
P 0.26357 -0.99222 -2.72319 0.628
O 1.86210 -1.14491 -2.98738 -0.338
Cl -0.05332 0.99729 -3.10470 0.344
C -1.35781 -0.71199 -0.62484 -0.355
F -1.68094 0.15839 0.37770 0.044
H -3.24460 -7.19179 0.56965 0.080
H -1.99727 -5.99850 0.32397 0.044
H -1.88313 -7.05680 1.72275 0.073
H -4.45352 -5.66994 1.83927 0.120
H -3.09737 -5.55805 2.92594 0.117
H -4.72042 -3.93929 0.27786 0.134
H -3.25570 -4.40504 -0.53948 0.121
H -3.52546 -1.74377 0.91579 0.137
H -4.05006 -2.00788 -0.76534 0.135
H -1.90310 -2.55431 -1.54790 0.140
H -0.96707 -3.93755 -0.02619 0.103
H -1.11682 -2.84409 1.27103 0.135
H 0.89320 -2.88898 1.89170 0.133
H 2.14858 -1.92235 1.19784 0.136
H 0.71781 0.12876 1.52784 0.071
H -0.49295 -0.94160 2.30510 0.116
H 1.75250 -1.72138 3.61561 0.120
H 2.20989 -0.11065 3.17400 0.111
H 0.92461 -0.56677 5.45429 0.116
H -0.51360 -0.29423 4.45987 0.111
H 2.43780 -2.69056 -0.81511 0.138
H 1.19779 -3.26328 -1.87276 0.084
H 3.05335 -4.06647 1.22346 0.111
H 3.25588 -6.30195 2.10267 0.109
H 1.92283 -8.16810 1.12082 0.113
H 0.42971 -7.69891 -0.79608 0.116
H -0.24675 -6.40023 -2.48462 0.088
H -1.03869 -4.96926 -1.77595 0.063
H 0.38911 -4.83763 -2.81216 0.084
H 0.72468 -0.12834 -0.53678 0.124
H 2.37263 -0.67778 -2.31081 0.068
H -1.79783 -0.27448 -1.52326 0.109
C 0.78440 5.76170 4.81880 -0.094
C -0.14638 6.91280 5.16223 -0.271
N -1.54693 6.53271 5.15457 -0.200
C -2.44782 7.66994 5.24006 -0.251
C -2.43180 8.51740 6.51869 -0.085
C -1.88904 5.39069 5.98732 -0.245
C -1.57957 5.47085 7.48822 -0.076
H 0.52773 5.33381 3.84833 0.053
H 1.81389 6.11897 4.76930 0.077
H 0.75289 4.96942 5.56831 0.057
H -0.00823 7.69889 4.41511 0.118
H 0.17002 7.34333 6.12524 0.103
H -3.46706 7.31626 5.06220 0.110
H -2.22253 8.32704 4.39409 0.108
H -2.93964 8.01892 7.34286 0.055
H -2.95980 9.45597 6.34011 0.071
H -1.41900 8.76724 6.83488 0.066
H -1.37634 4.51327 5.58484 0.082
H -2.95221 5.17675 5.85075 0.115
H -0.59787 5.90290 7.68565 0.069
H -1.58492 4.46698 7.91750 0.071
H -2.32396 6.05190 8.03009 0.055
C 2.64107 0.87645 -5.61786 -0.115
C 2.84719 1.75589 -6.84109 -0.271
N 2.46435 1.10910 -8.08042 -0.200
C 2.88711 1.84335 -9.26256 -0.246
C 2.28073 3.22967 -9.51393 -0.084
C 1.11317 0.57753 -8.11717 -0.247
C -0.05268 1.54864 -7.88000 -0.081
H 3.18471 -0.06460 -5.71699 0.082
H 3.01160 1.39133 -4.72887 0.069
H 1.58861 0.65300 -5.44861 0.015
H 3.90971 2.00339 -6.90597 0.120
H 2.31753 2.70879 -6.68058 0.103
H 2.71101 1.21482 -10.13912 0.113
H 3.97431 1.95260 -9.20475 0.110
H 1.25964 3.16541 -9.88673 0.056
H 2.86504 3.74932 -10.27504 0.072
H 2.28517 3.85115 -8.61820 0.066
H 1.04504 -0.22138 -7.37355 0.096
H 0.97147 0.07359 -9.07579 0.116
H 0.14565 2.24118 -7.06034 0.065
H -0.95297 0.98664 -7.62140 0.069
H -0.28847 2.13090 -8.76847 0.056


[3]
108
Properties=species:S:1:pos:R:3:lowdin_charge:R:1 method="wB97M-V/def2-TZVPD" e_lumo_ev=-1.24 e_homo_ha=-0.303 orbital_gap_ev=7.0 charge=0 smiles="CC[C@@H](F)C1=C(CCCO)C(=O)C=C(CC=O)C1=O.COCCNCCOC.COCCNCCOC.COCCNCCOC" spin_multiplicity=1 e_tot_ev=-61845.72276
C -1.83792 3.21385 -0.53319 -0.084
C -3.08876 2.33421 -0.57783 -0.176
C -2.84786 0.95666 0.07466 -0.282
F -3.62151 0.76674 1.20373 0.010
C -2.96777 -0.17814 -0.91288 -0.038
C -4.08596 -0.56294 -1.53974 -0.054
C -5.39634 0.15261 -1.29700 -0.099
C -6.67931 -0.58515 -1.74178 -0.151
C -7.30899 -0.01011 -3.02129 -0.239
O -8.73454 0.01136 -2.86116 -0.075
C -3.92748 -1.70799 -2.49828 -0.302
O -4.70404 -2.62145 -2.62729 0.128
C -2.64930 -1.69612 -3.29345 0.076
C -1.54340 -1.32203 -2.66297 -0.128
C -0.17561 -1.25917 -3.30584 -0.067
C 0.67210 -0.15796 -2.68396 -0.229
O 1.63645 -0.38940 -1.99608 0.054
C -1.69297 -0.90895 -1.22125 -0.277
O -0.86309 -1.15566 -0.37957 0.148
H -1.48293 3.33368 0.48759 0.083
H -2.07514 4.18355 -0.96716 0.076
H -1.05252 2.79819 -1.16260 0.063
H -3.96863 2.82929 -0.17403 0.120
H -3.28847 2.14511 -1.63412 0.105
H -1.80953 0.95987 0.41196 0.136
H -5.34720 1.12210 -1.79378 0.112
H -5.48737 0.37013 -0.23678 0.119
H -7.42904 -0.40796 -0.97330 0.113
H -6.55756 -1.66036 -1.80292 0.099
H -6.98694 1.02801 -3.11129 0.108
H -7.05119 -0.59498 -3.90284 0.115
H -9.05122 0.88954 -3.06636 0.074
H -2.64028 -1.99353 -4.33219 0.132
H 0.35948 -2.18343 -3.08852 0.135
H -0.24507 -1.09398 -4.37923 0.127
H 0.37590 0.89929 -2.84716 0.122
C 2.48643 5.08812 -8.45821 -0.115
O 2.55407 3.76634 -7.95663 -0.195
C 3.77928 3.45052 -7.30405 -0.216
C 3.58210 3.29389 -5.80980 -0.215
N 3.30765 4.57447 -5.16898 -0.049
C 2.87204 4.47320 -3.77796 -0.194
C 1.56724 3.73802 -3.48288 -0.232
O 0.40182 4.38929 -3.95792 -0.183
C 0.07619 4.14182 -5.31395 -0.098
H 1.60075 5.15407 -9.08848 0.088
H 2.39138 5.82462 -7.65347 0.077
H 3.36367 5.32695 -9.06569 0.088
H 4.55188 4.19174 -7.52640 0.122
H 4.11349 2.49114 -7.70899 0.121
H 4.49056 2.86770 -5.37438 0.125
H 2.76552 2.57460 -5.66211 0.103
H 2.59190 5.05939 -5.69318 0.068
H 2.76477 5.49415 -3.40387 0.121
H 3.67389 4.00735 -3.19681 0.120
H 1.45848 3.70344 -2.39498 0.120
H 1.58782 2.69463 -3.82113 0.092
H 0.36176 3.13389 -5.62651 0.087
H 0.53858 4.87838 -5.97542 0.072
H -1.00485 4.24257 -5.41769 0.087
C 4.13424 -4.23179 4.41514 -0.112
O 4.99477 -3.76538 3.39328 -0.192
C 4.84676 -4.43926 2.14826 -0.217
C 4.20761 -3.54019 1.10892 -0.216
N 2.80253 -3.30148 1.40803 -0.046
C 2.17035 -2.25596 0.59845 -0.197
C 2.71111 -0.83387 0.71257 -0.213
O 2.48213 -0.22888 1.97942 -0.183
C 3.43055 -0.54627 2.98197 -0.100
H 4.46363 -3.78197 5.35070 0.089
H 3.09477 -3.93439 4.23981 0.073
H 4.18911 -5.32001 4.51373 0.087
H 4.28553 -5.37112 2.26376 0.121
H 5.85425 -4.69823 1.80918 0.120
H 4.28534 -4.01889 0.12775 0.123
H 4.78847 -2.60905 1.07899 0.105
H 2.71635 -3.04272 2.38189 0.052
H 1.11973 -2.23050 0.88219 0.090
H 2.20395 -2.55982 -0.45128 0.113
H 2.17199 -0.21866 -0.00657 0.087
H 3.77106 -0.76396 0.43689 0.116
H 4.43081 -0.69374 2.56581 0.088
H 3.12854 -1.42775 3.55262 0.063
H 3.46653 0.29140 3.68014 0.088
C 0.00501 -1.74830 3.59626 -0.101
O 0.65178 -1.21394 4.73835 -0.201
C 0.04792 -0.03464 5.25228 -0.210
C -0.62261 -0.30175 6.58491 -0.215
N -1.81715 -1.12199 6.42603 -0.050
C -2.37721 -1.62456 7.67809 -0.201
C -1.51932 -2.55795 8.53001 -0.229
O -1.27978 -3.82689 7.94928 -0.179
C -0.19533 -3.88461 7.03992 -0.101
H 0.65362 -2.52142 3.18527 0.075
H -0.95458 -2.21130 3.85222 0.082
H -0.14582 -0.98352 2.83125 0.086
H -0.65252 0.40056 4.53390 0.125
H 0.85297 0.68948 5.41087 0.121
H -0.90573 0.65253 7.03969 0.123
H 0.12279 -0.77927 7.23447 0.104
H -1.59768 -1.91268 5.83528 0.068
H -3.29312 -2.16299 7.42219 0.118
H -2.67636 -0.76854 8.29183 0.116
H -2.07826 -2.75791 9.44822 0.120
H -0.57569 -2.09444 8.84128 0.110
H 0.60833 -3.19781 7.31725 0.088
H -0.52133 -3.67894 6.01715 0.072
H 0.19758 -4.90184 7.05970 0.087